{
  "formula": "C39H77BBr2F4KN9O16",
  "method": "ωB97M-V/def2-TZVPD",
  "molar_mass_g_mol": 1213.80,
  "e_tot_ha": -9401.41565,
  "homo_energy_ha": -0.0426,
  "lumo_energy_ev": 2.26,
  "charge": -2,
  "species": ["K", "C", "C", "C", "O", "C", "C", "C", "O", "O", "O", "H", "H", "B", "F", "F", "F", "F", "C", "C", "O", "C", "O", "O", "C", "H", "H", "H", "H", "H", "H", "H", "H", "C", "O", "N", "C", "C", "H", "H", "H", "H", "H", "H", "H", "C", "O", "N", "C", "C", "H", "H", "H", "H", "H", "H", "H", "C", "O", "N", "C", "C", "H", "H", "H", "H", "H", "H", "H", "C", "O", "N", "C", "C", "H", "H", "H", "H", "H", "H", "H", "C", "O", "N", "C", "C", "H", "H", "H", "H", "H", "H", "H", "C", "O", "N", "C", "C", "H", "H", "H", "H", "H", "H", "H", "C", "O", "N", "C", "C", "H", "H", "H", "H", "H", "H", "H", "C", "O", "N", "C", "C", "H", "H", "H", "H", "H", "H", "H", "C", "O", "N", "C", "C", "H", "H", "H", "H", "H", "H", "H", "Br", "C", "C", "Br", "H", "H", "H", "H"],
  "coordinates": [[0.1157, 0.6905, 2.6800], [-3.6143, 1.9479, 6.3844], [-2.7712, 1.8492, 5.3476], [-2.9926, 2.4947, 4.0187], [-2.2158, 2.3476, 2.9998], [-4.1037, 3.2138, 3.8642], [-5.1365, 3.4712, 4.8585], [-4.8512, 2.7297, 6.2463], [-5.7080, 2.8285, 7.1825], [-6.1790, 4.1391, 4.6639], [-1.8784, 0.9055, 5.5183], [-3.3986, 1.5139, 7.3496], [-4.3494, 3.6933, 2.9282], [0.5500, 0.2044, -0.4431], [0.4565, 0.4627, -1.8122], [1.6474, 0.8189, 0.0638], [-0.5412, 0.7603, 0.1389], [0.7116, -1.1672, -0.1995], [3.6163, -4.2757, -0.8131], [2.3225, -3.5649, -0.3338], [1.4131, -4.5245, 0.2070], [1.3368, -4.9724, 1.4660], [1.9958, -4.5239, 2.3545], [0.2611, -5.7753, 1.5399], [-0.1245, -6.2698, 2.7898], [4.1099, -4.6750, 0.0729], [4.3795, -3.6350, -1.2549], [3.3084, -5.1582, -1.3738], [1.8639, -3.1279, -1.2209], [2.4684, -2.6835, 0.2905], [-1.1766, -6.5523, 2.8284], [-0.1750, -5.4210, 3.4718], [0.5351, -7.0661, 3.1344], [-1.9860, -2.1408, 4.0457], [-1.4053, -1.4969, 3.1181], [-2.9135, -3.1326, 3.8861], [-3.4376, -3.8542, 5.0881], [-3.2478, -3.7114, 2.5472], [-1.7401, -1.9643, 5.1043], [-2.7472, -4.6799, 5.2610], [-4.3985, -4.3343, 4.9029], [-3.4544, -3.1257, 5.8986], [-4.2887, -3.6300, 2.2341], [-2.5869, -3.2504, 1.8132], [-2.9138, -4.7489, 2.5558], [-0.7865, 5.5763, -3.5419], [-1.4519, 6.0852, -2.6111], [-0.1011, 4.4478, -3.3849], [0.6503, 3.8597, -4.5587], [-0.0678, 3.6542, -2.1182], [-0.6816, 6.0571, -4.5268], [1.6164, 3.6039, -4.1237], [0.7904, 4.6983, -5.2407], [0.3446, 2.8890, -4.9490], [-0.4041, 4.2794, -1.2911], [-0.6995, 2.7688, -2.1901], [0.9731, 3.3576, -1.9896], [3.7753, 5.1431, -0.5452], [3.2528, 6.2214, -0.2209], [3.3523, 3.9454, -0.2429], [3.7885, 2.7916, -1.1268], [2.3494, 3.7465, 0.7483], [4.5943, 5.1344, -1.2810], [4.2959, 2.9863, -2.0716], [2.9557, 2.2155, -1.5301], [4.4410, 2.0916, -0.6050], [2.3567, 4.4230, 1.6030], [1.3752, 3.6706, 0.2654], [2.4370, 2.7638, 1.2117], [-2.2244, 5.4275, 0.9194], [-2.7944, 5.8626, -0.0761], [-1.1296, 5.9616, 1.4151], [-0.7565, 5.5069, 2.7484], [-0.3723, 7.0747, 0.8655], [-2.5858, 4.5225, 1.4318], [-1.3072, 4.6092, 3.0296], [-0.7250, 6.3347, 3.4568], [0.2807, 5.1915, 2.6344], [-0.3076, 7.9068, 1.5666], [0.5963, 6.7261, 0.5071], [-0.8868, 7.4156, -0.0329], [-3.1114, -4.8853, -0.7035], [-4.2394, -5.3655, -0.5884], [-2.8360, -3.5487, -0.7635], [-3.8324, -2.5015, -0.7401], [-1.3839, -3.1440, -0.6585], [-2.1723, -5.4468, -0.8262], [-3.7351, -1.9667, 0.2047], [-4.8357, -2.9085, -0.8658], [-3.6852, -1.8777, -1.6217], [-1.1239, -2.5994, 0.2492], [-0.6578, -3.9154, -0.9150], [-1.1936, -2.4178, -1.4488], [3.5413, -0.0595, -4.2484], [4.1086, 0.5861, -5.1627], [4.2126, -0.4394, -3.0739], [5.6269, -0.1407, -2.8183], [3.5085, -0.8862, -1.9098], [2.4776, -0.3161, -4.1267], [5.7877, 0.5976, -2.0327], [6.1858, 0.1901, -3.6937], [6.0569, -1.0738, -2.4542], [3.9505, -1.6490, -1.2688], [3.4912, 0.0023, -1.2786], [2.4691, -1.0754, -2.1778], [-2.3595, 0.3804, -3.3453], [-3.5466, 0.5288, -3.0116], [-1.9276, -0.5785, -4.2048], [-0.4783, -0.7461, -4.4401], [-2.7879, -1.6320, -4.6690], [-1.5471, 1.0473, -3.0177], [-0.1341, 0.2779, -4.5854], [-0.3509, -1.3165, -5.3601], [0.0220, -1.2349, -3.6040], [-3.8571, -1.4469, -4.5666], [-2.6102, -1.7990, -5.7314], [-2.5259, -2.5118, -4.0813], [3.4891, -0.9709, 2.4247], [2.5494, -0.4500, 2.9337], [4.5923, -0.3325, 2.0533], [4.8075, 1.1495, 2.1790], [5.7302, -1.0078, 1.4333], [3.5384, -2.0617, 2.2841], [5.8415, 1.3697, 2.4444], [4.0486, 1.6519, 2.7788], [4.6059, 1.7883, 1.3191], [5.8113, -2.0559, 1.7211], [5.5886, -0.8935, 0.3586], [6.6703, -0.5025, 1.6548], [-4.1543, 0.8027, 0.5413], [-4.4370, 1.2453, -0.5294], [-5.1323, 0.1341, 1.2449], [-4.7220, -0.6862, 2.4191], [-6.5781, 0.1216, 0.8480], [-3.1748, 0.7056, 1.0345], [-4.6222, -0.0122, 3.2700], [-3.7672, -1.1569, 2.1845], [-5.2914, -1.5857, 2.6531], [-6.9183, -0.9067, 0.7255], [-7.2061, 0.3467, 1.7100], [-6.8268, 0.7735, 0.0106], [6.4352, -4.6165, -6.3855], [5.1356, -3.8614, -5.0685], [3.7114, -4.3775, -5.3270], [2.1933, -3.7193, -4.1668], [5.2431, -2.7788, -5.1354], [5.5244, -4.0914, -4.0765], [3.6947, -5.4570, -5.1772], [3.4128, -4.2514, -6.3677]],
  "atomic_forces_ev_per_a": [[-0.907, 0.197, 0.520], [-3.904, 3.085, 0.792], [2.809, -4.337, 0.347], [1.606, -0.456, -1.558], [0.872, -0.575, 0.958], [-3.771, 2.349, 0.490], [-0.127, -0.428, 0.067], [-0.868, 0.047, 2.101], [1.513, -0.143, -1.873], [1.795, -1.082, 0.503], [0.486, 1.440, -1.599], [-0.036, -0.246, -0.128], [0.292, -0.088, -0.413], [-0.438, -0.324, -0.828], [0.345, -0.320, -1.043], [2.200, 1.063, 0.875], [-1.507, 0.020, 0.864], [-0.282, -0.442, -0.058], [-0.516, -0.281, 1.798], [1.154, 0.123, -0.582], [-0.721, -0.939, -0.975], [-0.613, 2.125, -0.642], [0.559, -0.684, 0.948], [0.377, -0.266, -1.391], [-0.321, 0.901, 1.480], [0.079, -0.130, 0.244], [-0.470, -0.063, -0.533], [0.280, 0.303, -0.543], [-0.574, -0.386, 0.156], [0.096, -0.433, 0.516], [0.136, -0.564, -0.976], [0.749, -0.065, 0.463], [-0.099, 0.103, 0.092], [1.083, 1.070, -2.092], [-1.689, -2.253, 2.173], [-0.758, -0.188, -0.629], [1.123, 0.516, -1.273], [1.429, 0.338, 0.860], [-0.135, 0.303, -0.190], [0.096, -0.065, 0.552], [-0.161, 0.585, -0.118], [-0.186, -0.405, 0.151], [0.059, 0.062, 0.306], [-0.273, 0.319, 0.100], [-0.390, -0.324, 0.053], [-1.836, 1.463, 2.992], [1.389, -0.617, -2.406], [0.957, -2.471, -1.160], [0.389, 1.005, 2.444], [-0.137, 0.893, -1.027], [-0.037, -0.114, -0.086], [0.460, 0.210, -0.209], [-0.109, -0.594, -0.496], [-0.949, 0.390, -0.272], [-0.055, 0.015, -0.157], [0.056, 0.103, 0.056], [-0.038, -0.139, 0.178], [-0.572, 3.455, -1.262], [0.940, -1.401, 0.297], [1.255, -2.692, -1.042], [-0.437, -0.121, 0.477], [-1.340, -1.402, 0.646], [0.196, -0.005, 0.065], [0.291, 1.286, 0.313], [-0.542, 0.090, 0.739], [-0.160, 0.056, 0.258], [0.154, 0.577, -0.664], [-0.274, 0.512, 0.272], [0.412, -0.219, -0.231], [-2.201, 0.046, -2.304], [0.033, -0.236, 0.377], [1.444, 0.405, 2.182], [1.461, -0.151, -0.965], [-0.894, -0.478, -0.894], [0.109, 0.105, 0.224], [-0.330, 0.311, 0.256], [-0.524, -0.106, 0.245], [0.421, -0.185, 0.424], [0.195, -0.093, 0.142], [0.333, 0.123, 0.423], [-0.209, 0.020, 0.058], [-0.987, 1.289, -0.092], [1.025, 0.013, -0.135], [2.027, -1.458, 0.285], [-0.002, -0.208, -0.282], [-1.165, 0.806, -1.289], [-0.189, -0.434, 0.218], [-0.253, 0.379, -0.288], [0.140, -0.271, 0.375], [0.175, 0.535, 0.318], [-0.208, -0.398, 0.285], [-0.500, -0.509, 0.579], [-0.214, 0.364, -0.092], [2.743, 1.420, 0.744], [-1.694, -1.841, 1.802], [0.728, 0.154, -2.015], [-0.260, -0.514, -0.393], [-0.929, 1.577, 0.524], [0.020, 0.048, -0.678], [-0.374, 0.210, 0.116], [-0.430, -0.092, -0.147], [0.317, -0.051, 0.018], [0.224, -0.352, -0.794], [-0.432, -0.094, 0.572], [0.061, -0.318, 0.257], [-2.464, 0.479, 0.325], [2.377, -0.485, -0.865], [0.598, 0.068, -0.092], [-1.357, 0.584, -0.065], [-0.004, -0.344, 0.085], [-0.167, -0.075, 0.091], [0.670, -0.231, 0.088], [0.115, 0.046, 0.029], [0.111, 0.024, 0.002], [0.252, 0.439, 0.375], [0.164, -0.226, -0.044], [-0.253, -0.536, -0.246], [0.778, -1.078, -0.052], [-1.993, 1.057, 0.866], [2.463, 2.218, -0.434], [-1.053, -0.143, -0.158], [-0.640, 0.280, -0.510], [0.087, -0.127, -0.147], [-0.221, -0.200, 0.521], [0.318, -0.724, 1.080], [0.249, -0.900, -1.034], [-0.187, 0.052, -0.059], [0.303, -0.447, -0.302], [-0.115, -0.008, 0.365], [-1.544, -1.963, 0.828], [0.589, 1.619, -1.324], [-1.103, -1.177, 0.948], [0.509, 0.892, -0.746], [0.966, -0.448, 1.166], [0.124, 0.504, -0.167], [0.037, -0.394, 0.370], [0.395, 0.583, 0.155], [-0.963, 0.465, -0.231], [0.328, -0.330, -0.933], [0.212, 0.889, 0.255], [0.417, -0.215, 0.113], [-0.805, 0.238, 0.616], [-0.224, 0.644, 0.362], [0.136, -0.747, -0.113], [1.305, -0.110, -0.736], [-0.243, -0.061, -0.427], [-0.166, -0.481, -0.157], [-0.008, 0.103, 0.234], [-0.061, 0.509, 0.222]]
}

***

{
  "formula": "C19H14BrF2MnN2O2S2",
  "method": "ωB97M-V/def2-TZVPD",
  "molar_mass_g_mol": 539.31,
  "relative_energy_kj_mol": 57.7,
  "e_tot_ha": -5713.55780,
  "multiplicity": 5,
  "s2": 6.10,
  "homo_energy_ha": [-0.2723, -0.2741],
  "lumo_energy_ev": [-1.22, -1.25],
  "species": ["Mn", "Br", "C", "C", "C", "C", "O", "C", "C", "N", "C", "C", "C", "C", "C", "C", "C", "C", "N", "C", "C", "H", "H", "H", "H", "H", "H", "H", "H", "H", "H", "F", "C", "F", "H", "C", "O", "C", "S", "S", "H", "H", "H"],
  "coordinates": [[1.2043, -0.5202, -0.2102], [-2.4307, -6.7907, -1.5992], [-1.2291, -5.3873, -1.1653], [0.1506, -5.6055, -1.2820], [1.0244, -4.5915, -1.0071], [0.5642, -3.3072, -0.6130], [1.3793, -2.3478, -0.4116], [-0.8496, -3.1295, -0.4166], [-1.3756, -1.9331, 0.1307], [-0.6857, -0.8514, 0.3672], [-1.2534, 0.2615, 0.9703], [-2.6070, 0.5166, 1.1358], [-3.0312, 1.6680, 1.7956], [-2.1374, 2.5654, 2.3210], [-0.7520, 2.3646, 2.1628], [0.2332, 3.2258, 2.6860], [1.5602, 2.9161, 2.5051], [1.9090, 1.7875, 1.7664], [1.0125, 0.9673, 1.2207], [-0.3110, 1.2175, 1.4528], [-1.7200, -4.1906, -0.7195], [0.5143, -6.5797, -1.5705], [2.0914, -4.7298, -1.0944], [-2.4248, -1.9668, 0.4228], [-3.3504, -0.1452, 0.7226], [-4.0907, 1.8444, 1.8933], [-2.4886, 3.4385, 2.8461], [-0.0603, 4.1036, 3.2375], [2.3387, 3.5292, 2.9307], [2.9505, 1.5265, 1.6325], [-2.7827, -4.0444, -0.6038], [3.4436, -1.0583, -1.5383], [3.1217, -0.2211, -0.5080], [3.5547, -0.8775, 0.6428], [3.7879, 0.6555, -0.6170], [0.6380, 4.2282, -2.7601], [0.9549, 2.8469, -2.7337], [0.1360, 2.0285, -2.0969], [-1.2105, 2.5071, -1.2717], [0.5255, 0.3645, -2.3116], [1.5701, 4.7585, -2.9382], [0.1951, 4.5269, -1.8065], [-0.0692, 4.4288, -3.5678]],
  "atomic_forces_ev_per_a": [[-0.416, 1.337, -0.358], [0.032, 0.004, 0.014], [-0.332, -0.003, 0.083], [-0.115, 0.155, 0.109], [0.101, 0.327, 0.083], [-1.155, -0.326, -0.009], [1.002, -0.952, 0.002], [0.760, -0.303, -0.312], [0.238, 0.504, 0.264], [-0.780, -1.066, -0.124], [-0.950, 0.734, 0.663], [0.969, -0.421, -0.183], [0.111, 0.446, 0.295], [-0.238, -0.104, -0.161], [0.168, -0.390, -0.128], [0.306, -0.392, -0.215], [-0.405, 0.274, 0.203], [-0.300, -0.648, -0.477], [0.222, 0.686, 0.790], [-0.267, 0.036, 0.169], [0.040, -0.215, -0.042], [0.031, -0.052, -0.100], [0.077, -0.008, -0.026], [0.000, 0.062, -0.058], [-0.035, -0.110, -0.052], [-0.112, 0.059, 0.043], [-0.023, 0.157, 0.076], [-0.070, 0.153, 0.087], [0.067, 0.053, -0.013], [-0.006, -0.013, -0.140], [-0.159, -0.036, 0.020], [0.223, 0.159, -0.210], [1.342, -0.543, -0.327], [0.313, 0.077, 0.468], [-0.775, 0.050, 0.062], [-0.088, 0.508, 0.149], [0.383, -0.097, -0.116], [-0.662, -0.250, 0.244], [-0.158, 0.500, -0.089], [0.544, -0.333, -0.506], [0.026, -0.070, -0.069], [0.094, 0.072, -0.202], [-0.004, -0.017, 0.091]]
}